(1)
ORCA calculation (ωB97M-V/def2-TZVPD) on 11 unconnected molecules or ions with the total composition C41H110N16O17.

ORCA input file:
```
! RIJCOSX wB97M-V def2-TZVPD def2/J DEFGRID3
* xyz 0 1
C 1.24 -0.72 -5.70
O 0.20 -1.02 -6.55
C -0.48 -2.23 -6.15
C -1.33 -2.29 -4.88
N -1.33 -3.62 -4.28
C -0.12 -3.90 -3.48
C -0.43 -5.11 -2.63
O -1.59 -4.88 -1.75
C -2.09 -6.14 -1.34
H 1.70 0.25 -5.90
H 2.03 -1.50 -5.76
H 0.88 -0.78 -4.67
H 0.21 -3.11 -6.07
H -1.17 -2.41 -7.01
H -2.40 -2.00 -5.04
H -0.96 -1.53 -4.13
H -2.13 -3.72 -3.69
H 0.17 -3.06 -2.82
H 0.82 -4.16 -3.98
H 0.36 -5.39 -2.00
H -0.58 -5.90 -3.38
H -3.07 -5.92 -1.01
H -1.60 -6.70 -0.53
H -2.08 -6.75 -2.22
C 2.45 -2.50 5.06
O 3.22 -2.73 3.84
C 3.51 -4.07 3.58
C 4.57 -4.20 2.53
N 4.28 -3.71 1.19
C 3.38 -4.54 0.41
C 3.18 -4.02 -1.00
O 2.73 -2.66 -1.02
C 1.50 -2.48 -0.31
H 2.34 -1.42 5.14
H 3.08 -2.81 5.89
H 1.45 -2.94 5.01
H 2.56 -4.64 3.29
H 3.92 -4.52 4.46
H 4.93 -5.25 2.48
H 5.38 -3.55 2.84
H 4.01 -2.76 1.29
H 2.41 -4.73 0.87
H 3.77 -5.56 0.42
H 2.46 -4.58 -1.56
H 4.14 -4.10 -1.52
H 1.36 -1.42 -0.21
H 1.53 -2.92 0.65
H 0.70 -2.93 -0.87
C -1.82 -3.02 3.06
O -2.65 -1.96 3.50
C -4.03 -2.23 3.51
C -4.91 -0.96 3.42
N -6.30 -1.27 3.13
C -7.17 -0.34 3.72
C -8.61 -0.74 3.56
O -9.04 -0.92 2.25
C -10.33 -1.49 2.13
H -1.93 -3.92 3.67
H -0.72 -2.77 3.02
H -2.14 -3.44 2.12
H -4.26 -2.69 4.47
H -4.37 -2.85 2.65
H -4.48 -0.31 2.65
H -4.91 -0.41 4.44
H -6.35 -1.16 2.12
H -7.09 0.67 3.39
H -6.98 -0.32 4.81
H -9.20 -0.01 3.95
H -8.58 -1.71 4.05
H -10.61 -1.67 1.04
H -11.05 -0.87 2.65
H -10.34 -2.45 2.74
C 4.00 5.62 -5.86
O 2.62 5.80 -5.44
C 1.73 4.80 -5.86
C 0.58 4.68 -4.84
N 1.03 4.41 -3.48
C 1.25 5.48 -2.52
C 1.34 4.98 -1.15
O 2.41 4.03 -1.15
C 2.66 3.62 0.12
H 4.61 6.34 -5.33
H 4.01 5.80 -6.94
H 4.36 4.62 -5.70
H 2.20 3.85 -5.90
H 1.26 5.13 -6.85
H -0.13 3.88 -5.16
H -0.06 5.56 -4.71
H 1.76 3.75 -3.55
H 0.44 6.19 -2.72
H 2.22 5.94 -2.68
H 0.46 4.41 -0.81
H 1.41 5.75 -0.43
H 3.41 2.82 0.09
H 1.86 3.16 0.68
H 3.15 4.53 0.65
C -2.42 3.79 3.72
O -3.47 4.44 3.00
C -4.57 3.60 2.95
C -4.41 2.56 1.86
N -4.12 3.01 0.52
C -2.74 3.33 0.24
C -2.54 3.81 -1.22
O -3.16 2.85 -2.08
C -3.60 3.43 -3.30
H -1.85 3.01 3.14
H -2.81 3.43 4.69
H -1.80 4.67 3.96
H -5.44 4.28 2.66
H -4.84 3.05 3.88
H -5.31 1.94 1.81
H -3.60 1.89 2.17
H -4.73 3.80 0.38
H -2.18 2.39 0.32
H -2.34 4.09 0.92
H -1.51 3.87 -1.47
H -3.04 4.78 -1.42
H -2.69 3.78 -3.88
H -4.19 4.33 -3.10
H -4.08 2.69 -3.94
C 4.22 1.67 3.23
O 4.91 0.97 2.20
C 3.95 0.27 1.41
C 4.90 -0.67 0.57
N 5.72 0.14 -0.32
C 6.56 -0.54 -1.26
C 7.21 -1.79 -0.68
O 7.88 -1.51 0.54
C 9.25 -1.38 0.58
H 3.64 2.54 2.94
H 5.06 2.02 3.88
H 3.57 0.99 3.76
H 3.32 0.86 0.77
H 3.33 -0.43 2.01
H 4.39 -1.43 0.00
H 5.59 -1.11 1.24
H 6.24 0.80 0.26
H 7.28 0.23 -1.59
H 6.00 -0.89 -2.11
H 7.94 -2.24 -1.35
H 6.40 -2.44 -0.38
H 9.77 -2.31 0.40
H 9.50 -0.82 1.52
H 9.52 -0.75 -0.24
N 0.50 1.64 -1.65
C -0.31 0.89 -2.35
N -0.52 1.29 -3.60
O -0.76 -0.24 -1.97
H 0.70 2.59 -1.94
H 0.34 1.52 -0.64
H -0.03 2.13 -3.81
H -0.93 0.61 -4.18
N 4.09 2.08 -2.62
C 3.18 1.45 -3.39
N 2.97 0.09 -3.10
O 2.52 1.95 -4.28
H 4.40 1.75 -1.73
H 4.17 3.07 -2.70
H 3.57 -0.46 -2.41
H 2.01 -0.10 -3.00
N -1.00 -0.43 1.04
C -0.70 0.69 1.79
N -1.32 0.70 2.97
O 0.06 1.61 1.36
H -0.87 -0.22 0.04
H -1.91 -0.84 1.30
H -1.88 -0.11 3.27
H -0.97 1.30 3.72
N -1.97 -0.92 6.42
C -1.34 0.22 6.89
N -1.30 0.46 8.21
O -0.83 0.94 6.04
H -2.46 -1.60 7.01
H -2.41 -0.81 5.55
H -1.99 0.07 8.78
H -0.72 1.25 8.53
N -3.15 -2.07 -1.09
C -3.94 -1.18 -0.47
N -3.92 0.06 -0.98
O -4.56 -1.49 0.58
H -3.00 -2.95 -0.61
H -2.53 -1.89 -1.85
H -3.33 0.41 -1.73
H -4.40 0.84 -0.58
*
```

Properties
Energy relative to the best compared isomer or geometry (same formula, charge and spin) (kcal/mol): 58.4
Gap between HOMO and LUMO (eV): 8.72
HOMO level (Ha): -0.306

=====

(2)
ORCA calculation (ωB97M-V/def2-TZVPD) on 12 unconnected molecules or ions with the total composition C41H112N8O12.

ORCA input file:
```
! RIJCOSX wB97M-V def2-TZVPD def2/J DEFGRID3
* xyz -1 2
C -10.57 35.14 -24.94
C -12.01 34.69 -24.95
C -11.97 33.15 -25.14
C -13.20 32.29 -24.69
C -13.69 32.69 -23.30
C -13.85 34.23 -23.13
N -12.67 34.97 -23.62
O -12.75 36.36 -23.40
C -15.19 34.57 -23.76
C -14.00 34.51 -21.56
C -12.78 35.34 -26.15
H -10.15 35.02 -25.94
H -10.05 34.60 -24.15
H -10.39 36.17 -24.66
H -11.77 32.89 -26.18
H -11.20 32.71 -24.50
H -12.90 31.24 -24.71
H -14.00 32.38 -25.42
H -13.09 32.36 -22.45
H -14.65 32.20 -23.15
H -15.90 34.01 -23.15
H -15.50 35.58 -23.47
H -15.28 34.42 -24.84
H -13.10 34.22 -21.02
H -14.25 35.56 -21.39
H -14.90 34.06 -21.14
H -13.62 34.71 -26.43
H -12.09 35.49 -26.99
H -13.17 36.31 -25.87
H -12.29 36.38 -22.55
C -9.52 29.43 -28.34
O -8.37 30.19 -28.32
H -10.35 30.06 -28.01
H -9.88 29.19 -29.34
H -9.48 28.57 -27.66
H -8.32 30.82 -29.03
C -17.99 28.48 -29.61
O -17.02 29.36 -30.08
H -17.52 27.59 -29.19
H -18.44 28.96 -28.74
H -18.76 28.13 -30.30
H -16.35 29.57 -29.43
C -16.38 26.35 -23.29
O -17.22 27.46 -22.88
H -15.35 26.68 -23.44
H -16.50 25.55 -22.56
H -16.74 25.93 -24.23
H -16.76 28.12 -22.36
C -16.73 32.98 -29.00
O -16.34 33.60 -27.92
H -15.85 32.84 -29.63
H -17.19 32.01 -28.81
H -17.49 33.62 -29.45
H -15.58 34.13 -28.16
C -13.15 28.07 -21.68
C -11.92 28.93 -21.21
C -11.26 28.39 -19.97
O -11.98 28.70 -18.78
C -11.55 27.90 -17.64
N -10.95 28.90 -22.30
H -13.00 27.00 -21.78
H -13.45 28.37 -22.68
H -14.05 28.31 -21.11
H -12.24 29.94 -20.94
H -10.26 28.82 -19.84
H -11.09 27.34 -20.17
H -12.26 28.18 -16.86
H -10.55 28.14 -17.30
H -11.62 26.82 -17.82
H -10.20 29.41 -21.86
H -10.62 27.95 -22.41
C -13.60 21.66 -22.57
C -13.60 21.47 -24.03
C -13.19 22.72 -24.81
O -14.20 23.80 -24.89
C -13.89 24.90 -25.75
N -12.67 20.31 -24.33
H -14.02 20.84 -21.99
H -14.24 22.48 -22.26
H -12.62 21.91 -22.15
H -14.65 21.29 -24.22
H -13.16 22.36 -25.84
H -12.27 23.13 -24.40
H -13.08 25.50 -25.32
H -14.76 25.52 -25.96
H -13.60 24.46 -26.70
H -12.80 19.55 -23.67
H -11.72 20.59 -24.15
C -20.25 29.57 -23.47
C -19.86 29.26 -24.92
C -19.15 30.43 -25.63
O -19.75 31.74 -25.56
C -19.08 32.77 -26.32
N -19.05 28.08 -25.01
H -20.77 30.52 -23.36
H -19.42 29.57 -22.76
H -20.99 28.84 -23.13
H -20.76 29.07 -25.51
H -19.06 30.11 -26.67
H -18.18 30.46 -25.14
H -19.12 32.44 -27.36
H -18.08 33.06 -26.01
H -19.56 33.75 -26.29
H -19.56 27.40 -24.47
H -18.19 28.04 -24.48
C -14.78 23.54 -29.74
C -15.74 24.26 -30.69
C -16.60 25.32 -29.94
O -17.46 24.69 -28.98
C -16.97 24.74 -27.63
N -15.05 25.06 -31.67
H -14.09 24.20 -29.22
H -14.10 22.89 -30.30
H -15.33 22.98 -28.99
H -16.40 23.51 -31.14
H -17.28 25.83 -30.63
H -15.92 26.10 -29.58
H -17.73 24.30 -26.98
H -16.94 25.76 -27.26
H -16.05 24.17 -27.51
H -15.73 25.52 -32.26
H -14.52 24.43 -32.26
C -11.08 25.87 -29.79
C -11.37 26.24 -31.27
C -10.25 26.93 -32.09
O -10.13 28.25 -31.64
C -8.96 28.89 -32.06
N -11.75 24.97 -31.83
H -11.91 25.31 -29.37
H -10.93 26.81 -29.26
H -10.25 25.20 -29.57
H -12.26 26.88 -31.34
H -10.45 27.01 -33.16
H -9.37 26.32 -31.93
H -9.19 29.92 -31.82
H -8.84 28.76 -33.14
H -8.01 28.60 -31.63
H -12.54 24.71 -31.27
H -12.16 25.07 -32.75
C -15.45 28.73 -26.55
C -14.40 29.51 -27.27
C -13.35 28.70 -28.07
O -12.78 27.64 -27.27
C -11.99 28.05 -26.08
N -15.11 30.37 -28.20
H -15.71 27.78 -27.01
H -16.34 29.29 -26.26
H -14.96 28.41 -25.63
H -13.88 30.20 -26.61
H -12.57 29.35 -28.45
H -13.87 28.27 -28.92
H -11.32 28.89 -26.24
H -11.37 27.18 -25.85
H -12.68 28.21 -25.25
H -15.68 31.06 -27.73
H -14.41 30.92 -28.67
C -13.69 29.50 -31.60
C -12.79 30.70 -32.13
C -12.12 31.36 -30.97
O -13.15 31.93 -30.08
C -12.64 32.88 -29.19
N -11.87 29.99 -33.01
H -13.10 28.70 -31.16
H -14.29 28.99 -32.35
H -14.44 29.84 -30.88
H -13.38 31.45 -32.65
H -11.34 32.05 -31.30
H -11.53 30.71 -30.33
H -12.47 33.74 -29.83
H -11.70 32.50 -28.79
H -13.35 32.97 -28.36
H -11.51 29.22 -32.47
H -12.42 29.60 -33.76
*
```

Properties
Gap between HOMO and LUMO (spin up / spin down) (eV): 1.51 / 8.49
HOMO level (spin up / spin down) (Ha): 0.021 / -0.236

=====

Number 1: DFT total energy -102946.0225 eV, maximum force 3.545 eV Å⁻¹. Number 2: DFT total energy -80813.5064 eV, maximum force 5.841 eV Å⁻¹.